<i>
Here is C5H9N3 as an isolated structure from the Open Molecules 2025 dataset. Energies are from the ωB97M-V functional and the def2-TZVPD basis.

The geometry in XYZ format:
```
17
C5H9N3 (the ωB97M-V functional and the def2-TZVPD basis)
C -2.664 -0.525 0.655
C -1.598 0.134 -0.369
C 0.475 -1.119 -0.542
C 1.747 1.154 0.123
C 2.904 -0.093 -0.098
H -3.226 -1.137 -0.215
H -3.154 0.290 1.091
H -2.061 -1.050 1.307
H -2.694 1.755 -0.548
H 0.951 -2.257 -0.769
H 1.418 1.997 -0.560
H 2.071 1.659 1.063
H 3.342 -0.620 -1.033
H 3.359 -0.413 1.145
N -1.622 1.446 -0.677
N -0.695 -0.904 -0.671
N 1.448 -0.318 0.096
```

Properties
Frontier orbital gap: 9.67 eV

=====

<ii>
Here is C5H9N3 as an isolated structure from the Open Molecules 2025 dataset. Energies are from the ωB97M-V functional and the def2-TZVPD basis.

The geometry in XYZ format:
```
17
C5H9N3 (the ωB97M-V functional and the def2-TZVPD basis)
C 0.958 -1.236 0.125
C 1.106 1.166 0.182
C -0.373 0.681 -0.077
C -1.772 1.064 0.120
C -0.393 -0.699 0.547
H 1.242 -1.843 -0.860
H 1.613 -1.935 0.868
H 2.016 -0.093 -1.262
H 1.416 1.716 1.316
H 1.136 1.861 -0.759
H -0.128 0.414 -1.209
H -2.452 2.046 0.217
H -1.487 -1.532 -1.010
H -0.535 -0.429 1.733
N 2.004 0.007 0.037
N -2.574 0.016 -0.003
N -1.775 -1.204 0.036
```

Properties
Frontier orbital gap: 9.76 eV

=====

Q: Which of them is the least stable? A: <ii>.

=====

<i>
Here is a 2-piece molecular cluster, C5H9N3 overall from the Open Molecules 2025 dataset. Energies are from the ωB97M-V functional and the def2-TZVPD basis.

The geometry in XYZ format:
```
17
C5H9N3 (the ωB97M-V functional and the def2-TZVPD basis)
C -1.995 0.347 -0.217
C -2.538 -0.902 -0.178
C -0.752 0.200 0.399
C -0.393 -1.156 0.482
C 2.081 1.738 -0.830
N -1.560 -1.867 0.123
N 0.845 -1.601 0.919
N 1.372 1.607 0.427
H -2.353 1.367 -0.341
H -3.437 -1.320 -0.604
H 2.758 0.852 -0.950
H 1.377 1.898 -1.650
H 2.795 2.551 -0.787
H -1.792 -2.872 0.401
H 1.208 -2.532 0.996
H 1.485 -0.792 1.047
H 0.900 2.483 0.765
```

Properties
Frontier orbital gap (spin up / spin down): 7.14 / 7.11 eV

=====

<ii>
Here is one molecule with the formula C5H9N3 from the Open Molecules 2025 dataset. Energies are from the ωB97M-V functional and the def2-TZVPD basis.

The geometry in XYZ format:
```
17
C5H9N3 (the ωB97M-V functional and the def2-TZVPD basis)
C 2.799 0.159 -0.071
C 1.319 0.223 0.037
N 0.618 1.338 0.113
C -0.678 0.937 0.008
N -1.702 1.855 -0.158
C -0.752 -0.439 -0.021
C -1.913 -1.369 -0.079
N 0.550 -0.877 0.241
H 3.127 0.628 -0.998
H 3.257 0.701 0.756
H 3.144 -0.873 -0.049
H -2.575 1.587 0.274
H -1.405 2.794 0.064
H -2.592 -1.202 0.760
H -2.476 -1.224 -1.002
H -1.579 -2.404 -0.044
H 0.857 -1.834 0.167
```

Properties
Frontier orbital gap: 8.07 eV
SMILES string: Cc1nc(N)c(C)[nH]1

=====

<iii>
Here is C5H9N3 as an isolated structure from the Open Molecules 2025 dataset. Energies are from the ωB97M-V functional and the def2-TZVPD basis.

The geometry in XYZ format:
```
17
C5H9N3 (the ωB97M-V functional and the def2-TZVPD basis)
C -1.546 0.616 0.342
C 0.799 -0.480 -0.192
C -0.180 0.102 0.359
N 2.063 -0.906 -0.203
C 0.802 0.790 1.914
C -0.222 -0.926 -1.888
N 0.265 1.495 2.800
N -1.323 -0.534 -2.346
H 2.276 -1.844 -0.503
H 2.803 -0.236 -0.337
H -0.693 1.792 2.596
H -1.631 -0.967 -3.223
H 1.815 0.423 2.120
H 0.470 -1.574 -2.464
H -1.546 1.689 0.138
H -2.017 0.451 1.313
H -2.136 0.109 -0.426
```

Properties
Frontier orbital gap: 8.00 eV

=====

<iv>
Here is one molecule with the formula C5H9N3 from the Open Molecules 2025 dataset. Energies are from the ωB97M-V functional and the def2-TZVPD basis.

The geometry in XYZ format:
```
17
C5H9N3 (the ωB97M-V functional and the def2-TZVPD basis)
C 1.796 0.427 -0.490
C 1.211 -0.943 -0.419
C -1.239 1.041 -0.643
C 0.314 0.776 0.979
C 0.158 -0.710 0.718
N 1.345 1.359 0.302
N -2.081 0.040 -0.109
N -1.303 -1.101 0.311
H 2.752 0.656 -0.905
H 0.800 -1.242 -1.334
H 2.049 -1.668 -0.232
H -1.512 2.043 -0.588
H -0.658 0.639 -1.375
H -0.139 1.222 1.897
H 0.178 -1.295 1.598
H -2.552 0.378 0.819
H -1.119 -1.622 -0.529
```

Properties
Frontier orbital gap (spin up / spin down): 7.83 / 7.83 eV

=====

Q: Which of them is the least stable? A: <iii>.

=====

<i>
Here is a 2-piece molecular cluster, H3N3O2S overall from the Open Molecules 2025 dataset. Energies are from the ωB97M-V functional and the def2-TZVPD basis.

The geometry in XYZ format:
```
9
H3N3O2S (the ωB97M-V functional and the def2-TZVPD basis)
N -0.908 -0.806 0.014
N -1.286 0.425 -0.077
N 2.336 0.294 -0.098
O 1.833 -0.788 0.014
O 1.573 1.318 -0.034
S -2.746 0.907 -0.028
H 0.196 -1.122 -0.058
H -1.595 -1.557 -0.053
H 0.596 1.329 0.320
```

Properties
Spin multiplicity: 3
Frontier orbital gap (spin up / spin down): 6.99 / 7.42 eV
<S²>: 2.0076

=====

<ii>
Here is a 2-piece molecular cluster, H3N3O2S overall from the Open Molecules 2025 dataset. Energies are from the ωB97M-V functional and the def2-TZVPD basis.

The geometry in XYZ format:
```
9
H3N3O2S (the ωB97M-V functional and the def2-TZVPD basis)
N -0.056 -0.808 -0.418
N 0.110 0.555 -0.624
N 2.204 0.523 -0.184
O -0.427 1.167 0.439
O 2.610 1.632 -0.352
S 2.418 -0.922 0.275
H -0.218 -1.333 -1.270
H -0.849 -1.004 0.219
H 0.130 1.910 0.695
```

Properties
Spin multiplicity: 3
Frontier orbital gap (spin up / spin down): 6.54 / 7.78 eV
<S²>: 2.0472

=====

Q: Which of them is the least stable? A: <ii>.